Entry 1:
{
  "formula": "C31H44BrN3O9Ti",
  "method": "ωB97M-V with the def2-TZVPD basis set",
  "gap_ev": [4.95, 7.73],
  "energy_ha": -5472.91278,
  "de_lowest_kcal_mol": 30.4,
  "charge": -1,
  "spin_multiplicity": 2,
  "species": ["H", "C", "H", "C", "C", "C", "H", "H", "H", "O", "C", "H", "N", "C", "H", "C", "C", "C", "N", "C", "H", "H", "H", "H", "H", "O", "H", "Ti", "H", "H", "H", "H", "H", "C", "H", "H", "O", "H", "C", "H", "O", "H", "C", "H", "C", "H", "O", "H", "C", "C", "O", "H", "H", "H", "C", "C", "Br", "H", "C", "H", "C", "H", "H", "H", "H", "C", "H", "H", "O", "C", "C", "C", "H", "C", "H", "C", "O", "C", "C", "O", "H", "C", "N", "H", "C", "H", "C", "H", "H"],
  "positions_angstrom": [[-5.34, 1.20, 3.55], [-6.93, 2.06, 1.48], [-2.65, -1.30, -2.86], [-5.50, 2.49, 1.81], [2.08, 1.41, -2.46], [3.07, 1.67, 2.14], [-4.61, 0.30, -3.13], [-4.64, -2.64, 0.01], [-5.52, 4.17, 0.44], [0.66, -2.48, -4.79], [2.08, -3.93, -2.61], [2.54, 2.13, 1.31], [1.04, -2.20, -1.34], [-3.12, 2.02, 1.14], [-5.65, -1.12, -3.29], [-3.84, -0.08, -0.55], [-5.37, 3.99, 1.50], [4.62, 0.05, 3.93], [4.57, -0.24, 2.51], [-4.38, -1.14, -1.53], [2.33, 1.38, 2.88], [6.89, -2.10, 0.82], [3.69, 0.52, -3.61], [2.22, -4.40, -3.58], [-3.82, -2.61, -3.00], [-1.52, -0.63, -0.79], [5.49, -2.03, 2.94], [0.17, -0.45, -1.32], [2.64, 0.46, -0.72], [-5.65, -2.89, -1.42], [-6.05, 0.15, -2.13], [-4.25, 2.58, 3.59], [6.01, 1.71, 3.81], [-5.23, -0.41, -2.58], [2.46, 2.91, -0.96], [3.55, -5.86, -2.40], [2.00, -1.83, 2.01], [6.79, 0.15, 4.07], [-2.16, 1.29, 0.48], [2.60, 1.59, -4.54], [0.70, -0.74, 0.54], [-7.63, 2.64, 2.08], [6.52, -1.17, 1.27], [-4.39, 4.37, 1.78], [1.49, -1.70, 0.90], [7.30, -0.77, 1.91], [0.48, 2.89, -3.47], [2.06, -0.02, -4.06], [-4.78, 0.68, 0.13], [1.26, -2.84, -2.51], [1.96, 0.35, -1.50], [-7.15, 2.23, 0.43], [3.77, 0.67, 4.21], [-5.98, 2.82, 3.90], [0.57, -2.11, -3.63], [-4.47, 1.71, 1.00], [-0.36, 1.91, 0.69], [-5.82, 0.45, -0.04], [2.89, 2.57, -1.90], [4.53, -2.04, 1.48], [0.63, 1.92, -2.74], [3.93, 2.28, -1.73], [3.76, 2.39, 2.58], [3.08, -4.02, 0.64], [4.53, -0.89, 4.47], [5.24, -1.45, 2.06], [5.94, 0.94, 5.40], [-2.79, 2.84, 1.76], [-0.05, -1.07, -3.19], [3.81, 0.47, 1.63], [1.73, -2.62, -0.23], [-3.32, -1.94, -2.29], [6.34, -0.46, 0.46], [2.65, 0.84, -3.75], [4.19, -0.63, 0.07], [2.73, -4.41, -1.46], [3.55, -5.52, -1.50], [-2.45, 0.16, -0.33], [2.57, -3.72, -0.26], [-0.29, 1.26, -2.14], [-7.09, 1.01, 1.71], [-5.24, -2.14, -0.75], [3.73, 0.22, 0.37], [-6.13, 4.55, 2.06], [5.92, 0.76, 4.33], [2.85, 3.39, -2.62], [-5.25, 2.26, 3.31], [-6.08, -1.65, -0.24], [-2.72, -2.55, -1.62]]
}

---

Entry 2:
{
  "formula": "C9H13HfNO2",
  "method": "ωB97M-V with the def2-TZVPD basis set",
  "gap_ev": 8.76,
  "energy_ha": -603.92837,
  "de_lowest_kcal_mol": 6.9,
  "charge": 0,
  "species": ["H", "H", "O", "H", "C", "C", "C", "O", "H", "C", "C", "H", "Hf", "H", "H", "C", "C", "H", "H", "H", "C", "H", "N", "C", "H", "H"],
  "positions_angstrom": [[-1.03, -3.08, -1.29], [0.86, 0.49, 4.47], [1.48, 1.45, 2.36], [1.76, -2.00, -0.49], [-1.00, 1.05, -2.41], [-0.57, -2.35, -0.57], [0.20, 2.35, -0.92], [0.35, -0.48, 2.67], [0.48, 3.18, -0.24], [-1.10, 2.04, -1.35], [0.14, -0.25, 4.08], [1.01, -1.88, -2.22], [0.05, 0.06, -0.26], [-0.45, -2.86, 0.45], [-0.86, 0.12, 4.29], [0.82, -1.86, -1.10], [0.38, 0.77, -2.62], [-2.04, 2.49, -1.00], [2.25, 1.76, -1.77], [-2.43, -1.52, -0.12], [0.79, 0.53, 1.91], [0.79, 0.15, -3.43], [-1.49, -1.22, -0.26], [1.15, 1.58, -1.72], [-1.84, 0.68, -3.02], [0.32, -1.22, 4.55]]
}

---

Entry 3:
{
  "formula": "C22H40O10",
  "method": "ωB97M-V with the def2-TZVPD basis set",
  "smiles": "CC(=O)OCCCC[C@@H]1CCOC1=O.CCOC(C)=O.CCOC(C)=O.CCOC(C)=O",
  "gap_ev": 10.27,
  "energy_ha": -1614.70512,
  "de_lowest_kcal_mol": 0.0,
  "charge": 0,
  "species": ["C", "C", "H", "C", "H", "H", "H", "H", "H", "H", "H", "H", "C", "H", "H", "C", "H", "H", "H", "H", "C", "H", "C", "H", "H", "C", "H", "O", "H", "H", "C", "H", "C", "C", "C", "O", "H", "O", "C", "O", "C", "H", "C", "O", "H", "C", "O", "H", "C", "H", "H", "H", "H", "O", "H", "O", "C", "H", "H", "C", "H", "O", "C", "H", "H", "C", "H", "O", "H", "H", "C", "H"],
  "positions_angstrom": [[5.51, 1.29, -0.08], [-5.27, -1.24, 0.13], [1.87, -4.34, -1.98], [-2.71, 6.58, 2.88], [-1.09, -1.41, -1.19], [-5.84, -1.96, 2.05], [0.35, 3.54, 3.84], [-2.53, -1.09, -0.17], [0.90, -0.59, -0.58], [-1.38, 0.80, 0.87], [6.85, -0.94, 1.07], [-4.04, 4.94, 2.51], [1.87, -1.07, -3.48], [-8.22, -4.18, -0.47], [-5.12, -3.23, 1.05], [-0.87, 0.37, 0.00], [-3.39, 7.11, 3.55], [1.91, 0.75, 1.81], [-1.69, 6.77, 3.22], [0.73, -4.02, -4.17], [-0.32, 4.33, 3.53], [-1.01, 4.54, 4.35], [-0.99, 3.91, 2.24], [2.18, -3.31, -4.86], [-0.90, 1.04, -0.86], [-6.56, -2.94, -1.05], [3.36, -3.64, -2.63], [-6.07, -1.61, -0.89], [1.33, 1.93, 0.63], [2.76, -5.17, -3.28], [2.46, -4.19, -2.89], [4.23, 1.03, 1.65], [0.57, -0.07, 0.34], [2.98, 0.69, -0.05], [-1.44, -1.03, -0.22], [0.83, -1.55, 2.28], [3.90, 2.48, 0.71], [1.14, -2.21, -3.43], [1.68, 0.90, 0.74], [1.34, -0.04, -3.15], [1.63, -3.46, -3.93], [3.58, -1.91, -4.57], [-5.08, -2.18, 1.30], [-2.21, 4.39, 1.93], [-6.75, -3.04, -2.12], [-3.02, 5.10, 2.86], [-4.78, -0.15, 0.11], [-4.10, -1.97, 1.74], [4.14, 1.41, 0.62], [3.91, -1.29, -2.95], [-8.60, -2.45, -0.57], [3.18, -0.39, -0.09], [-7.68, -3.08, 0.80], [5.57, 0.31, -1.13], [3.60, -0.17, -4.28], [-0.86, -1.82, 0.85], [0.26, -1.20, 1.29], [6.14, -2.50, 0.55], [-5.79, -3.67, -0.80], [5.92, -0.96, -0.87], [5.10, -1.14, 1.12], [6.10, -1.69, -1.80], [-7.84, -3.18, -0.27], [2.83, 1.03, -1.09], [0.27, 5.23, 3.33], [3.32, -1.13, -3.86], [6.31, 1.10, 0.65], [-0.44, 3.18, 1.45], [5.76, 2.23, -0.58], [-2.96, 4.66, 3.85], [6.00, -1.42, 0.56], [-2.81, 7.00, 1.88]]
}

---

Entry 4:
{
  "formula": "C26H22N2PPdS2",
  "method": "ωB97M-V with the def2-TZVPD basis set",
  "gap_ev": 5.18,
  "energy_ha": -2378.07526,
  "de_lowest_kcal_mol": 0.0,
  "charge": 3,
  "species": ["Pd", "C", "H", "H", "H", "H", "C", "H", "H", "H", "C", "C", "H", "C", "S", "C", "N", "H", "C", "C", "C", "H", "H", "C", "C", "H", "C", "H", "C", "H", "C", "P", "H", "N", "H", "H", "H", "C", "C", "H", "H", "C", "C", "C", "H", "C", "C", "C", "S", "C", "C", "C", "H", "C"],
  "positions_angstrom": [[-0.85, -0.09, -0.76], [-4.39, -0.21, 0.74], [1.43, 0.05, 3.51], [5.38, 1.90, 1.10], [1.92, -0.12, -2.49], [-2.00, 3.60, -4.06], [-2.45, -0.83, 3.39], [3.32, 1.00, 4.77], [-4.19, 3.32, -2.66], [2.61, 1.37, -3.15], [0.40, -1.54, -1.29], [-2.77, 1.88, -1.82], [-2.52, -2.90, 2.79], [-1.35, 2.84, -3.66], [-5.10, 1.89, -0.91], [-1.88, 0.44, 3.20], [-2.78, 0.89, -0.83], [-0.39, 1.56, 2.16], [2.34, -3.49, -1.65], [4.45, 1.50, 3.01], [-0.44, -0.53, 1.52], [1.97, 0.14, -4.23], [3.54, 0.89, -0.20], [4.52, 1.48, 1.61], [1.82, 0.63, -3.27], [-0.70, -2.65, 1.14], [-1.07, -1.79, 1.69], [5.26, 1.93, 3.57], [2.38, 0.40, 1.57], [1.18, -4.04, -3.37], [3.35, 0.98, 3.69], [1.13, -0.43, 0.71], [-4.34, 0.22, 1.74], [-0.53, 1.11, -2.39], [3.31, -2.72, 0.12], [-2.21, 1.27, 3.80], [-0.50, -2.25, -3.12], [-2.07, -1.93, 2.63], [2.29, 0.46, 2.98], [-3.21, -0.96, 4.15], [3.07, -4.27, -1.83], [-3.94, 2.54, -1.97], [-0.88, 0.60, 2.28], [3.49, 0.93, 0.88], [-5.42, -0.53, 0.57], [2.47, -2.65, -0.56], [-3.98, 0.78, -0.29], [1.45, -1.71, -0.39], [0.18, 2.54, -4.34], [0.29, -2.35, -2.39], [1.26, -3.35, -2.53], [-1.58, 1.99, -2.63], [-3.75, -1.09, 0.69], [0.49, 1.30, -3.23]]
}